(1)
# C5H6O2

C5H6O2 as an isolated structure in a non-equilibrium geometry (ωB97M-V/def2-TZVPD, the Open Molecules 2025 dataset).

The geometry in ORCA input format:
```
! RIJCOSX wB97M-V def2-TZVPD def2/J DEFGRID3
* xyz 0 1
O -2.7553 -0.8484 -0.7284
O -1.3547 0.8244 -0.0089
C 1.0741 1.1313 -0.6230
C 0.0152 0.4085 0.1321
C 0.1830 -0.5153 1.2698
C -1.6960 -0.4787 -0.3270
C -0.2998 -1.0244 -0.1130
H 2.0106 0.5640 -0.5786
H 1.2442 2.1450 -0.2625
H -0.6019 -0.9357 1.8629
H 0.1935 -1.8285 -0.6293
H 0.7462 1.1658 -1.6665
H 1.2167 -0.6866 1.5684
*
```

As for the highest occupied orbital energy: -10.31 eV. As for the max |F|: 1.95 eV/Å. As for the orbital gap: 0.407 hartree.

---

(2)
# C5H6O2

One molecule with the formula C5H6O2 in a non-equilibrium geometry (ωB97M-V/def2-TZVPD, the Open Molecules 2025 dataset).

The geometry in ORCA input format:
```
! RIJCOSX wB97M-V def2-TZVPD def2/J DEFGRID3
* xyz 0 1
O -2.1765 0.7952 -0.1375
O -1.1879 -1.8342 -0.5830
C -1.9190 0.8104 1.1217
C 0.9585 -1.3916 0.2468
C -0.8248 0.4330 0.1110
C 0.2554 1.3949 -0.2606
C -0.4283 -0.9755 -0.2165
H 1.7075 -0.7947 -0.3673
H 0.8585 -1.1220 1.2396
H 0.6648 1.1044 -1.2966
H 1.1583 1.5309 0.4975
H 1.1053 -2.3951 0.0695
H -0.1717 2.4442 -0.4246
*
```

As for the highest occupied orbital energy: -9.90 eV. As for the max |F|: 4.52 eV/Å. As for the orbital gap: 0.370 hartree.

---

(3)
# C5H6O2

One molecule with the formula C5H6O2 in a non-equilibrium geometry (ωB97M-V/def2-TZVPD, the Open Molecules 2025 dataset).

The geometry in ORCA input format:
```
! RIJCOSX wB97M-V def2-TZVPD def2/J DEFGRID3
* xyz 0 1
O 3.1013 -0.2039 0.8034
O 0.6482 -2.3031 0.8817
C 1.9817 1.0196 -0.9022
C -1.2544 -1.7111 -0.8512
C 2.1409 -0.0733 0.1033
C -0.0420 -1.6110 -0.0745
C 1.1134 -1.0280 0.0645
H -2.1705 -1.7703 -0.3429
H -1.3189 -0.8797 -1.5307
H 1.0583 1.5530 -0.7432
H -1.3104 -2.5651 -1.5341
H 2.8817 1.6673 -0.8003
H 2.1376 0.5772 -1.9145
*
```

As for the highest occupied orbital energy: -8.52 eV. As for the max |F|: 2.44 eV/Å. The structure (SMILES) is CC(=O)C1=C(C)O1. As for the orbital gap: 0.319 hartree.

---

(4)
# C5H6O2

C5H6O2 as an isolated structure (ωB97M-V/def2-TZVPD, the Open Molecules 2025 dataset).

The geometry in ORCA input format:
```
! RIJCOSX wB97M-V def2-TZVPD def2/J DEFGRID3
* xyz 0 1
O 0.6822 -2.3659 -0.0091
O 1.1856 2.3225 0.2803
C 0.3390 -1.2115 -0.1064
C -0.7766 1.1742 0.7085
C 0.6074 1.2476 0.2620
C 1.2798 -0.0375 -0.1942
C -1.1157 -0.7946 -0.1368
H -1.4483 -0.4239 -1.1022
H -1.4605 1.8060 0.1378
H -1.2754 0.0112 0.8418
H 1.5551 0.0994 -1.2497
H 2.2031 -0.2239 0.3575
H -1.7758 -1.6035 0.2105
*
```

As for the highest occupied orbital energy: -9.34 eV. As for the max |F|: 0.81 eV/Å. As for the orbital gap: 0.324 hartree.

---

(5)
# C5H6O2

One molecule with the formula C5H6O2 in a non-equilibrium geometry (ωB97M-V/def2-TZVPD, the Open Molecules 2025 dataset).

The geometry in ORCA input format:
```
! RIJCOSX wB97M-V def2-TZVPD def2/J DEFGRID3
* xyz 0 1
O -1.3943 -1.4395 1.4831
O -0.8926 0.6559 0.6632
C -1.7078 -0.3308 1.1415
C 0.6012 -0.9789 -0.3312
C 0.5784 0.3782 0.1809
C 1.0009 1.4207 -0.8695
C 0.1742 -2.0923 -0.4827
H 2.0540 1.2805 -1.1710
H -2.7821 -0.0374 1.2132
H -0.2001 -3.0768 -0.6254
H 1.2429 0.4634 1.0529
H 0.4052 1.3218 -1.7799
H 0.9200 2.4353 -0.4752
*
```

As for the highest occupied orbital energy: -9.70 eV. As for the max |F|: 1.07 eV/Å. The structure (SMILES) is C#C[C@@H](C)OC=O. As for the orbital gap: 0.392 hartree.

---

(6)
# C5H6O2

One molecule with the formula C5H6O2 in a non-equilibrium geometry (ωB97M-V/def2-TZVPD, the Open Molecules 2025 dataset).

The geometry in ORCA input format:
```
! RIJCOSX wB97M-V def2-TZVPD def2/J DEFGRID3
* xyz 0 1
O 1.1979 1.9916 0.8454
O 0.6331 -1.1238 -0.6920
C -0.6525 -0.5686 -0.8085
C -1.3729 -0.4965 0.4446
C -0.6349 0.8136 -0.2096
C 0.7577 1.0378 0.2469
C 1.5599 -0.2046 -0.1370
H 2.3560 -0.0126 -0.8659
H -1.1446 -0.8560 -1.7284
H -0.9649 -0.8938 1.3551
H -1.4449 1.2541 0.3427
H -2.4629 -0.4170 0.3771
H 2.0247 -0.6078 0.7733
*
```

As for the highest occupied orbital energy: -9.49 eV. As for the max |F|: 2.51 eV/Å. The structure (SMILES) is O=C1CO[C@H]2C[C@@H]12. As for the orbital gap: 0.378 hartree.

---

Molar mass? In order: 98.101; 98.101; 98.101; 98.101; 98.101; 98.101 g/mol.
LUMO? In order: 0.8; 0.2; 0.2; -0.5; 1.0; 0.8 eV.